{"formula": "C31H24N8O2SV", "method": "ωB97M-V/def2-TZVPD", "total_charge": 1, "multiplicity": 3, "e_above_lowest_kj_mol": 89.9, "s_squared": 2.01, "e_tot_ev": -85072.744, "lumo_energy_ha": [-0.1291, -0.1310], "species": ["V", "O", "C", "C", "C", "C", "C", "C", "C", "N", "N", "C", "O", "C", "C", "C", "C", "C", "C", "H", "H", "H", "H", "H", "H", "H", "H", "H", "H", "N", "C", "N", "C", "N", "N", "C", "C", "C", "C", "C", "C", "N", "C", "C", "C", "C", "C", "C", "H", "H", "H", "H", "H", "H", "H", "H", "H", "H", "H", "S", "C", "C", "N", "C", "H", "H", "H"], "coordinates": [[-0.9131, 0.3634, 0.6550], [-0.5702, 1.8320, 1.5209], [0.1679, 2.3146, 2.5306], [0.1428, 3.6637, 2.8392], [0.9314, 4.1395, 3.8732], [1.7511, 3.2811, 4.6047], [1.7727, 1.9360, 4.2914], [0.9815, 1.4334, 3.2577], [1.0262, 0.0054, 2.9372], [0.2611, -0.5523, 2.0800], [0.4560, -1.9377, 1.8653], [-0.3753, -2.3314, 0.9352], [-1.2276, -1.5323, 0.3540], [-0.3279, -3.7453, 0.4974], [0.8155, -4.5101, 0.7093], [0.8642, -5.8214, 0.2623], [-0.2306, -6.3749, -0.3899], [-1.3742, -5.6141, -0.6010], [-1.4206, -4.2969, -0.1655], [-0.4903, 4.3222, 2.2585], [0.9100, 5.1955, 4.1134], [2.3686, 3.6657, 5.4051], [2.4046, 1.2541, 4.8511], [1.7419, -0.6290, 3.4588], [1.6555, -4.0704, 1.2322], [1.7552, -6.4155, 0.4240], [-0.1914, -7.4002, -0.7359], [-2.2286, -6.0467, -1.1062], [-2.3013, -3.6883, -0.3230], [2.7597, -0.7813, -1.5387], [1.9135, -0.4938, -0.5559], [0.7133, -0.0399, -0.7337], [0.2425, 0.1714, -2.0461], [-0.9723, 0.5434, -2.3060], [-1.7110, 0.6629, -1.1291], [-2.9555, 0.8719, -1.1949], [-3.6861, 0.7415, 0.0855], [-5.0557, 0.7911, 0.1914], [-5.6439, 0.5342, 1.4233], [-4.8380, 0.2375, 2.5029], [-3.4647, 0.2228, 2.3233], [-2.9004, 0.4763, 1.1442], [1.1602, -0.0610, -3.1544], [0.8113, 0.1960, -4.4847], [1.6988, -0.0847, -5.4967], [2.9511, -0.6328, -5.1980], [3.3188, -0.8773, -3.8954], [2.4192, -0.5768, -2.8761], [3.6740, -1.1392, -1.3102], [2.2695, -0.6546, 0.4540], [-3.4491, 1.0200, -2.1507], [-5.6516, 1.0174, -0.6835], [-6.7203, 0.5587, 1.5343], [-5.2586, 0.0261, 3.4764], [-2.7875, 0.0125, 3.1398], [-0.1640, 0.6148, -4.6911], [1.4301, 0.1194, -6.5243], [3.6426, -0.8666, -5.9966], [4.2920, -1.2925, -3.6605], [1.4711, 5.1267, -1.8231], [2.6723, 4.3541, -0.8914], [2.2192, 3.1441, -0.4802], [0.9435, 2.8152, -0.8849], [0.4433, 3.7791, -1.6017], [3.6277, 4.8177, -0.7013], [2.7779, 2.4517, 0.1358], [-0.5481, 3.7541, -2.0361]], "forces_ev_per_angstrom": [[1.5, -2.4, -0.6], [0.1, 3.0, 1.9], [-0.2, -0.7, -0.6], [0.1, 0.3, 0.1], [0.0, 0.0, 0.0], [0.0, 0.0, 0.0], [0.1, 0.0, 0.1], [0.1, -0.5, 0.0], [0.2, 0.4, 0.4], [0.1, -0.8, -0.2], [-0.2, 0.6, 0.1], [-0.2, 0.3, 0.0], [-0.1, -1.2, 0.4], [0.0, 0.1, -0.1], [0.0, -0.1, 0.0], [0.0, 0.0, 0.0], [0.0, 0.0, 0.0], [0.0, 0.1, 0.0], [0.0, -0.1, 0.0], [0.0, 0.0, 0.0], [0.0, 0.0, 0.0], [0.0, 0.0, 0.0], [0.0, 0.0, 0.0], [0.0, 0.0, 0.1], [0.0, 0.0, 0.0], [0.0, 0.0, 0.0], [0.0, 0.0, 0.0], [0.0, 0.0, 0.0], [0.0, 0.0, 0.0], [0.2, -0.1, -0.2], [-0.2, 0.1, 0.2], [-0.5, 0.2, -0.6], [0.2, 0.0, 0.2], [-0.2, 0.1, 0.6], [0.6, 0.1, -1.4], [-0.9, -0.1, 0.1], [0.3, 0.1, -0.3], [-0.4, 0.1, -0.2], [-0.1, 0.0, -0.1], [0.0, 0.0, 0.1], [0.1, 0.1, -0.1], [-0.7, 0.0, 0.4], [-0.1, 0.1, 0.0], [-0.1, 0.0, 0.0], [0.1, 0.0, 0.0], [0.0, 0.0, -0.1], [0.1, 0.0, 0.1], [0.1, 0.0, 0.0], [0.0, 0.0, 0.0], [0.0, 0.0, 0.0], [-0.1, 0.0, 0.0], [0.0, 0.0, 0.0], [0.0, 0.0, 0.0], [0.0, 0.0, 0.0], [0.0, 0.0, 0.0], [0.0, 0.0, 0.0], [0.0, 0.0, 0.0], [0.0, 0.0, 0.0], [0.0, 0.0, 0.0], [0.0, 0.1, -0.1], [0.1, 0.1, 0.0], [-0.3, -0.2, 0.0], [0.2, 0.3, -0.2], [0.1, -0.1, 0.1], [-0.1, 0.0, 0.0], [0.0, 0.0, 0.0], [0.1, 0.0, 0.0]]}